Entry 1:
This record from OMol25 describes 7 unconnected molecules or ions with the total composition H14O7 in a non-equilibrium geometry. The level of theory is ωB97M-V/def2-TZVPD.

For the LUMO energy (spin up / spin down), the calculation gives 3.2 / 3.2 eV. Its spin multiplicity is 2. For the energy above the lowest of the compared OMol25 structures with the same formula, charge and spin, the calculation gives 15.9 kcal per mole. The value obtained for the total energy is -14559.3031 eV. Its charge is -1.

Positions of all 21 atoms, in Å:
H  -2.7654  -0.2227  0.8013
H  1.0318  2.2860  -1.6856
O  -0.5085  2.7234  1.8617
O  0.3529  -0.1275  -0.0057
O  3.0797  -0.4071  -0.4514
H  1.1932  -3.2623  1.0011
O  1.1248  -2.4087  1.4289
H  -0.2747  2.4628  2.7525
O  -1.1071  -2.9930  -0.7493
H  2.2373  -0.5011  -0.0066
H  0.3013  0.8281  0.0120
H  -1.5804  -3.2123  -1.5519
H  2.8745  0.0696  -1.2556
H  -1.6168  -2.2848  -0.3560
O  0.3598  2.9440  -1.5079
H  -0.1046  3.5840  1.7496
H  -0.4558  -0.4036  -0.4370
H  0.6793  -1.8542  0.7884
O  -2.5786  -0.7352  0.0147
H  0.7809  3.7787  -1.7133
H  -3.0236  -0.2642  -0.6899

Force components x, y, z for each atom (eV/Å):
-0.062 0.418 0.672
0.271 -0.359 -0.108
-0.194 -0.203 -0.201
0.545 -0.126 -0.054
1.009 0.015 -0.084
-0.079 -0.148 -0.135
0.325 -0.301 0.530
0.052 -0.211 0.316
0.682 -0.669 -0.154
-0.546 -0.110 0.098
-0.236 0.573 0.312
-0.130 0.027 -0.192
-0.159 0.028 -0.124
-0.565 0.540 0.354
-0.418 -0.020 0.144
0.152 0.315 -0.191
-0.678 -0.107 -0.207
-0.213 0.351 -0.148
0.514 -0.820 -0.076
0.151 0.361 -0.063
-0.422 0.446 -0.689

Atom charges from the Mulliken analysis, given in e for atoms 1 to 5:
1 H 0.411
2 H 0.283
3 O -0.750
4 O -0.995
5 O -0.795



Entry 2:
This record from OMol25 describes 2 unconnected molecules or ions with the total composition C3H9N3O2 in a non-equilibrium geometry. The level of theory is ωB97M-V/def2-TZVPD.

For the LUMO energy (spin up / spin down), the calculation gives 0.9 / -1.6 eV. Its spin multiplicity is 3. For the energy above the lowest of the compared OMol25 structures with the same formula, charge and spin, the calculation gives 31.7 kcal per mole. The value obtained for the total energy is -11814.8210 eV. Its charge is 0.

Positions of all 17 atoms, in Å:
N  2.8074  -0.4482  0.9044
C  -0.8650  1.0397  -1.2053
N  0.7197  0.7864  0.5918
H  -0.2756  0.3668  -1.8610
H  0.9571  0.4699  1.5287
H  -2.2535  0.9937  1.0608
C  -0.4478  0.6234  0.1415
H  -2.0128  -0.8340  0.5179
C  -1.5783  0.0871  0.9612
O  2.9856  -0.7810  -1.2941
H  3.2639  -2.1057  -0.0152
H  -1.9595  1.0214  -1.4981
H  -1.0390  -0.2101  1.8710
H  2.5502  0.9449  -0.4878
O  3.0251  -1.7650  0.8717
N  2.9111  0.0515  -0.2750
H  -0.5187  2.0132  -1.4438

Force components x, y, z for each atom (eV/Å):
-0.420 -2.794 5.957
-0.070 -0.701 -1.984
-0.404 1.162 -0.736
-0.607 0.278 -0.198
-0.699 -0.110 -0.099
0.239 -1.573 0.255
-0.981 -0.120 1.297
-0.217 0.904 0.133
0.669 0.065 0.498
-0.276 1.140 0.398
-0.196 0.806 -0.213
1.279 -0.402 0.800
-1.043 0.139 0.367
-0.724 0.902 0.355
0.237 -0.782 1.265
2.747 0.029 -7.972
0.466 1.057 -0.124

Atom charges from the Mulliken analysis, given in e for atoms 1 to 5:
1 N -0.178
2 C -1.208
3 N -0.639
4 H 0.290
5 H 0.250



Entry 3:
This record from OMol25 describes a molecular structure, C6H4 in a non-equilibrium geometry. The level of theory is ωB97M-V/def2-TZVPD.

For the LUMO energy, the calculation gives 0.1 eV. Its spin multiplicity is 1. For the energy above the lowest of the compared OMol25 structures with the same formula, charge and spin, the calculation gives 63.8 kcal per mole. The value obtained for the total energy is -6279.7105 eV. Its charge is 0.

Positions of all 10 atoms, in Å:
C  -0.0235  0.5578  0.0822
C  -0.4677  1.0203  -1.3856
H  0.4399  -2.4099  -1.4145
H  -0.7236  2.3584  0.9785
C  -0.3208  -0.2552  -1.5167
C  -0.2355  1.3979  1.0267
H  -0.0659  1.1966  1.9984
H  0.7843  -1.4229  0.9947
C  0.4371  -0.9433  0.2120
C  0.1757  -1.4997  -0.9756

Force components x, y, z for each atom (eV/Å):
0.558 -3.119 -1.927
0.140 -2.403 -0.385
-0.082 -1.149 -0.475
0.136 0.177 -0.972
-0.277 1.656 -1.038
-1.309 2.518 0.278
1.011 -1.311 3.229
1.781 -1.911 4.043
-1.827 3.077 -2.885
-0.131 2.465 0.131

Atom charges from the Mulliken analysis, given in e for atoms 1 to 5:
1 C 0.653
2 C -0.719
3 H 0.452
4 H 0.317
5 C 0.244



Entry 4:
This record from OMol25 describes a single C3H3NOS3 molecule in a non-equilibrium geometry. The level of theory is ωB97M-V/def2-TZVPD.

For the LUMO energy, the calculation gives -1.0 eV. Its spin multiplicity is 1. For the energy above the lowest of the compared OMol25 structures with the same formula, charge and spin, the calculation gives 25.9 kcal per mole. The value obtained for the total energy is -39201.3175 eV. Its charge is 0.

Positions of all 11 atoms, in Å:
S  3.3656  -0.6598  -0.0052
C  0.6505  -0.5689  0.0050
N  -0.4926  0.0026  -0.0104
O  1.8242  1.5195  -0.0044
H  -2.6456  1.2993  0.0193
C  -3.0577  0.2951  -0.0008
H  4.1871  0.4057  -0.0014
C  1.8793  0.3008  -0.0075
S  -4.6560  0.0255  -0.0053
S  -1.8684  -0.9677  -0.0060
H  0.8135  -1.6523  0.0166

Force components x, y, z for each atom (eV/Å):
0.155 0.064 -0.013
-0.523 0.246 -0.082
0.720 -0.540 0.038
0.304 -1.795 -0.035
0.273 -0.016 -0.025
-0.680 -0.224 0.040
-0.146 -0.077 -0.004
-0.456 1.906 0.093
0.534 -0.043 -0.011
-0.066 0.396 -0.009
-0.115 0.083 0.010

Atom charges from the Mulliken analysis, given in e for atoms 1 to 5:
1 S -0.244
2 C -0.126
3 N -0.183
4 O -0.501
5 H 0.343



Entry 5:
This record from OMol25 describes a molecular structure, C24H26N2O6PPt in a non-equilibrium geometry. The level of theory is ωB97M-V/def2-TZVPD.

For the LUMO energy (spin up / spin down), the calculation gives 2.3 / 2.3 eV. Its spin multiplicity is 3. The value obtained for the total energy is -53114.0232 eV. Its charge is -1.

Positions of all 60 atoms, in Å:
C  0.4936  -3.4051  3.5101
C  -0.6091  -2.5684  3.4021
H  2.1229  -4.3200  2.4775
H  1.7707  -4.3140  -3.6703
C  2.9167  -0.6956  -0.5138
O  -0.4667  3.2253  -1.0236
C  1.8149  2.7227  -0.7671
H  -3.1236  0.7662  1.8119
C  -2.6153  1.7250  1.9787
C  -0.0992  -2.0377  -1.9909
H  -3.9268  2.2362  3.6227
O  -2.8283  0.5331  -1.3104
H  2.3887  5.1871  -0.8506
H  -1.7766  -1.3448  2.0857
H  -4.3144  2.8587  1.2524
C  0.1996  -1.3948  -4.3045
H  3.3030  -0.9970  0.4582
H  -0.6280  2.5443  1.7714
O  3.4464  5.2831  -0.6845
C  -2.5564  -1.7794  -0.5927
C  -1.1329  1.5762  1.6877
C  0.9064  -3.1588  1.1518
P  -0.7675  -1.3939  -0.4233
H  1.5364  -3.3861  0.3065
N  3.7221  1.6743  -0.5082
C  2.7212  0.7712  -0.5689
H  -1.1891  -2.3107  4.2787
C  -3.4334  -0.5216  -1.0177
H  0.7830  -3.9344  -1.4607
C  -3.2441  2.7718  1.0631
C  0.6813  3.6920  -0.9700
C  -0.3213  -1.1518  -3.0524
H  1.9508  -1.1664  -0.6749
O  -4.6373  -0.7204  -1.0636
H  1.4203  -2.6972  -5.4955
H  -2.7816  3.7440  1.2191
H  3.6062  -1.0170  -1.2934
O  0.9906  4.9042  -1.0859
O  5.2418  3.9811  -0.4573
C  4.0389  4.1278  -0.5882
H  0.7765  -3.8130  4.4688
N  1.5663  1.3819  -0.7205
C  1.2481  -3.6877  2.3835
C  -0.2249  -2.3502  1.0185
C  -2.8581  2.1246  3.4430
H  -0.9013  -0.2502  -2.8675
H  -0.6500  0.8502  2.3524
H  -2.3662  3.0710  3.6637
H  -2.4751  1.3691  4.1260
H  -2.6912  -2.5471  -1.3609
H  -3.0954  2.4813  0.0259
H  0.0157  -0.6997  -5.1100
H  -2.9466  -2.1809  0.3456
C  0.9779  -2.5249  -4.5244
C  0.6388  -3.1976  -2.2360
Pt  -0.7339  0.9792  -0.3822
H  4.7139  1.5216  -0.3889
C  1.1820  -3.4234  -3.4912
C  -0.9538  -2.0419  2.1772
C  3.1735  2.9280  -0.6335

Force components x, y, z for each atom (eV/Å):
-0.015 0.045 -0.039
0.025 -0.064 0.197
0.001 0.001 -0.068
0.011 -0.047 0.038
-0.056 0.070 0.072
-0.372 -0.334 0.013
0.542 0.187 0.031
0.011 -0.003 -0.080
0.034 0.298 0.210
0.318 -0.066 -0.128
-0.124 0.063 0.109
0.915 1.154 -0.047
0.359 -0.193 0.035
-0.112 0.009 0.152
-0.087 0.035 -0.014
0.106 -0.192 -0.198
0.041 -0.113 0.062
0.030 -0.009 0.061
-0.480 0.071 -0.125
-0.197 0.337 -0.064
0.117 -0.275 -0.338
-0.231 0.084 -0.236
-0.644 0.704 -0.192
0.016 0.048 -0.090
-0.058 0.228 -0.041
-0.017 -0.018 -0.031
-0.004 -0.001 0.014
0.054 -1.317 0.333
0.009 -0.035 0.048
-0.029 -0.361 -0.078
0.370 0.113 0.037
-0.063 0.098 0.206
0.130 -0.035 -0.011
-0.467 -0.224 0.028
0.014 -0.050 -0.052
0.111 0.148 0.045
0.027 -0.105 -0.019
0.290 0.277 0.079
0.038 -0.033 0.027
0.052 0.031 0.002
0.015 -0.052 0.089
-0.202 -0.029 0.241
0.111 -0.112 0.307
0.231 0.065 0.254
-0.013 -0.233 -0.275
0.034 -0.038 -0.041
-0.016 0.114 -0.004
0.049 0.107 0.032
0.093 -0.083 0.144
-0.035 0.070 0.123
-0.126 0.123 -0.089
-0.021 0.090 -0.047
-0.007 0.068 -0.107
-0.053 0.088 0.033
-0.256 0.203 0.149
0.193 -0.863 -0.027
-0.131 0.016 -0.042
0.102 -0.149 -0.177
0.030 0.042 -0.441
-0.665 0.049 -0.065

Atom charges from the Mulliken analysis, given in e for atoms 1 to 5:
1 C -0.462
2 C -0.865
3 H 0.396
4 H 0.403
5 C -0.672



Entry 6:
This record from OMol25 describes a molecular structure, C45H43IrN3O3Si in a non-equilibrium geometry. The level of theory is ωB97M-V/def2-TZVPD.

For the LUMO energy (spin up / spin down), the calculation gives -3.6 / -4.5 eV. Its spin multiplicity is 5. The value obtained for the total energy is -68686.4112 eV. Its charge is +1.

Positions of all 96 atoms, in Å:
C  0.5976  -0.1921  -4.3135
H  3.7120  0.6391  -1.9807
C  -5.0606  -3.2882  2.1141
H  -4.1617  -4.0148  -4.5796
H  -3.3210  -7.4347  -0.3167
H  -7.1327  -0.5254  -3.3843
C  3.8647  0.9384  0.1584
H  -2.7174  1.8191  -2.0935
H  0.7796  -1.2224  -4.6218
C  -3.2424  -5.3091  -0.0672
C  -2.7495  -2.6896  2.9875
C  -4.3141  -0.8645  2.1744
H  -3.6955  0.1646  -0.9507
O  1.6185  0.9353  3.6817
H  -4.4288  -1.8156  -5.6735
H  -0.8672  -7.6936  -0.4175
C  3.1587  0.9603  1.3532
H  -1.8941  -2.0260  2.8444
C  -4.4319  -1.8568  -0.9324
C  -2.5154  2.1981  3.3479
H  -7.1469  -2.8960  -2.6898
N  1.1599  0.4109  0.1801
H  -0.4112  -3.4796  0.1141
C  -3.4737  2.1809  5.9486
H  -0.9096  5.5196  0.6174
H  -1.9147  0.7779  6.3566
H  -5.7665  -3.1341  1.2951
N  -0.2946  0.5102  2.5679
H  -3.5044  -0.1755  1.9273
H  -1.1921  0.9237  -3.7313
H  -2.2508  6.0009  -1.3976
C  -1.0839  3.3962  0.4144
H  4.9257  1.1462  0.1513
C  -1.5773  2.3170  -0.3333
C  0.5967  0.9686  4.7161
Si  -3.0945  -2.4288  0.2357
C  -4.4446  -0.5221  -1.3340
H  0.9141  0.2841  5.4987
C  1.7981  0.6917  1.3211
H  -4.6041  -0.6478  3.2121
H  -2.4214  -3.7192  2.8364
H  -4.0853  3.5898  2.9370
H  -0.5074  3.2160  1.3136
H  0.5881  -5.7097  -0.1849
C  -1.3036  -6.7129  -0.2858
H  -0.7726  -2.5401  -2.4361
O  1.6373  0.1556  -3.3493
C  -4.0919  2.9712  4.9891
C  -3.4716  -3.2123  -4.3588
H  -2.8585  0.0151  -5.1627
H  -2.3179  -4.3766  -2.9728
H  -4.7299  -4.3272  2.1219
C  -0.7194  -0.0422  -3.5248
Ir  -1.0969  0.3702  0.0939
C  -2.7363  -0.9511  -4.6875
C  -2.3199  2.6222  -1.4853
C  1.8425  0.4003  -0.9717
H  -5.6221  -3.1177  3.0440
C  -1.0557  -4.3435  0.0050
C  -1.5669  -2.3832  -3.1551
C  0.9658  0.7090  2.5430
C  -2.3838  1.4009  5.6040
H  -5.4427  -3.7489  -1.1642
C  -1.8961  1.4054  4.2990
C  -3.8938  -2.3182  2.0601
C  -0.6989  0.5348  3.9922
H  -3.8432  2.1708  6.9645
C  -5.4064  -0.0405  -2.2091
H  -3.1630  4.1360  -2.7428
H  -4.9436  3.5806  5.2571
H  3.6364  1.1851  2.2945
C  -6.3880  -2.2251  -2.3095
H  0.6949  0.4824  -5.1595
C  3.2016  0.6573  -1.0295
C  -2.4438  -4.1702  0.0332
C  -3.6118  2.9761  3.6921
C  1.0235  0.1627  -2.1716
H  -2.1553  2.2042  2.3358
C  -2.6815  -6.5659  -0.2312
H  -5.1721  -0.6422  1.5386
C  -6.3798  -0.8950  -2.7003
H  0.5428  1.9871  5.1015
C  -2.4390  -3.4159  -3.4553
C  -2.0621  4.9774  -1.1049
H  -4.3212  -5.2312  -0.0132
C  -5.4203  -2.7005  -1.4372
H  -3.0815  -2.6008  4.0321
C  -3.6214  -1.9790  -4.9726
N  -0.2454  0.0204  -2.1323
H  -5.3958  1.0017  -2.5035
C  -1.7079  -1.1473  -3.7763
O  -1.8314  -1.3988  0.3760
C  -0.4885  -5.5992  -0.1567
C  -1.3103  4.7066  0.0272
C  -2.5730  3.9307  -1.8596
H  -0.9555  -0.4945  4.2630

Force components x, y, z for each atom (eV/Å):
0.061 -0.057 -0.099
0.007 0.006 -0.014
-0.236 0.269 0.732
-0.021 -0.020 -0.012
-0.013 -0.004 0.011
-0.009 0.001 -0.004
-0.051 -0.017 -0.011
-0.037 -0.047 -0.046
-0.061 0.049 -0.010
-0.155 0.018 -0.061
-0.415 0.106 0.641
-0.303 -0.073 0.764
-0.023 -0.011 -0.005
-0.034 -0.027 -0.018
-0.015 0.006 -0.003
0.006 -0.024 -0.007
-0.023 -0.021 -0.145
0.021 -0.010 0.002
0.541 0.017 -0.379
0.000 -0.050 0.124
-0.019 -0.016 -0.001
0.209 0.018 0.050
0.035 0.037 -0.030
0.010 0.007 0.005
0.019 0.013 0.026
0.015 -0.040 0.023
0.022 -0.009 -0.028
0.420 0.263 -0.049
0.043 0.051 -0.017
0.017 -0.054 -0.080
-0.008 0.034 -0.013
0.109 -0.151 0.056
0.006 0.001 0.002
-0.091 0.114 -0.286
-0.001 0.045 0.135
-1.623 -0.609 2.108
-0.066 0.074 -0.045
-0.052 0.050 0.021
-0.057 -0.048 -0.216
-0.059 0.116 -0.037
0.026 -0.008 -0.027
-0.022 0.001 -0.011
0.054 -0.001 0.048
0.009 -0.002 0.014
0.018 -0.033 0.002
0.038 -0.031 0.056
-0.065 0.013 0.076
-0.039 0.028 0.053
0.011 -0.001 -0.021
0.000 0.026 -0.021
-0.012 -0.024 0.053
0.015 -0.001 -0.049
-0.104 0.111 0.013
-0.190 -0.460 0.293
-0.016 0.053 0.079
-0.005 -0.088 0.061
-0.007 0.074 0.239
-0.033 -0.146 -0.044
-0.041 -0.062 -0.065
0.087 0.027 -0.083
-0.360 -0.110 -0.005
0.005 -0.026 -0.020
0.034 0.008 -0.007
0.106 -0.073 0.100
1.118 -0.234 -2.551
-0.107 -0.102 -0.123
-0.013 -0.006 0.027
0.030 0.069 0.043
-0.015 0.004 -0.024
-0.030 0.009 0.002
0.013 -0.002 0.017
-0.029 -0.023 0.046
-0.029 -0.036 0.012
-0.010 -0.038 0.163
0.380 0.300 -0.329
-0.006 0.065 -0.069
-0.329 -0.021 0.003
0.011 -0.030 -0.172
0.003 -0.072 0.015
0.012 0.025 -0.031
-0.076 0.026 -0.039
-0.003 -0.046 -0.026
0.001 -0.034 0.058
-0.036 0.031 -0.041
-0.005 0.017 -0.039
-0.071 -0.080 -0.049
0.127 -0.016 0.028
-0.040 -0.037 -0.025
0.407 0.019 0.118
-0.017 0.021 -0.008
0.018 -0.016 -0.035
0.960 0.804 -0.782
0.027 0.019 0.007
-0.015 0.053 0.041
0.021 0.011 -0.020
0.024 0.035 -0.037

Atom charges from the Mulliken analysis, given in e for atoms 1 to 5:
1 C -0.499
2 H 0.570
3 C -1.631
4 H 0.442
5 H 0.447



Entry 7:
This record from OMol25 describes a single C5H11NO molecule. The level of theory is ωB97M-V/def2-TZVPD.

For the LUMO energy, the calculation gives 1.1 eV. Its spin multiplicity is 1. For the energy above the lowest of the compared OMol25 structures with the same formula, charge and spin, the calculation gives 16.5 kcal per mole. The value obtained for the total energy is -8900.9829 eV. Its charge is 0.

Positions of all 18 atoms, in Å:
O  1.6594  2.5428  -1.1939
H  -0.7734  -1.9394  0.7460
C  0.0349  -1.2591  0.4489
C  -0.5520  0.1510  0.3277
H  -0.0673  -1.8239  -1.6476
C  -1.3674  0.5203  1.5632
H  -1.8237  1.5089  1.4492
H  1.4794  -1.1007  -1.1750
H  1.1007  -2.7627  -0.7040
H  -1.2250  0.1603  -0.5494
C  0.6742  -1.7639  -0.8409
C  0.6904  1.6403  -0.9673
H  0.7698  -1.2572  1.2641
H  0.1033  1.4430  -1.8696
N  0.5223  1.1177  0.1669
H  2.0978  2.6440  -0.3314
H  -2.1653  -0.2123  1.7264
H  -0.7245  0.5425  2.4498

Force components x, y, z for each atom (eV/Å):
0.133 0.019 0.244
0.106 0.081 -0.018
-0.021 -0.046 0.059
-0.148 -0.154 0.025
0.105 0.008 0.112
-0.053 0.001 0.032
0.081 -0.129 0.016
-0.097 -0.094 0.066
-0.061 0.137 -0.031
0.106 0.021 0.071
0.030 0.003 -0.045
-0.218 -0.224 0.245
-0.094 0.010 -0.100
0.014 0.009 0.129
0.016 0.162 -0.456
0.074 0.106 -0.204
0.098 0.108 -0.011
-0.072 -0.017 -0.133

Atom charges from the Mulliken analysis, given in e for atoms 1 to 5:
1 O -0.477
2 H 0.313
3 C -0.637
4 C 0.556
5 H 0.307